<1>
Below is the molecule C6H8, with properties calculated with ωB97M-V/def2-TZVPD.

Summary:
Gap between HOMO and LUMO = 10.162 eV
SMILES = C1=C[C@H]2C[C@H]2C1
2S+1 = 1

Element x y z (Å)
C1 -1.54754 0.37023 0.03372
C2 1.34766 -0.32284 0.70755
H1 -0.47374 0.75933 -1.85015
H2 -2.49108 0.52118 -0.48954
H3 -1.55598 0.71620 1.06464
H4 1.81032 0.96834 -0.99458
C3 -0.30368 0.51049 -0.80660
C4 1.05846 0.85380 -0.20332
C5 -0.70878 -0.84227 -0.27739
C6 0.33761 -1.19174 0.72640
H5 2.27701 -0.43330 1.25849
H6 0.24833 -2.07226 1.35624
H7 -1.00372 -1.66142 -0.92576
H8 1.05491 1.79368 0.36602


<2>
Below is the molecule C6H8, with properties calculated with ωB97M-V/def2-TZVPD.

Summary:
Gap between HOMO and LUMO = 9.555 eV
SMILES = C=C/C=C\C=C
2S+1 = 1

Element x y z (Å)
H1 0.83733 -2.27874 0.76094
H2 2.60147 -0.72422 0.81089
C1 -1.31015 -0.05181 -0.82642
H3 -1.22294 -2.13355 -0.23148
C2 -0.64339 -1.20983 -0.19051
H4 2.49136 1.62789 0.40670
H5 0.68699 1.53175 0.00611
C3 1.64522 -0.29698 0.50696
C4 0.56822 -1.29506 0.37694
C5 1.59749 1.02045 0.29566
H6 -2.30934 1.80518 -0.71769
H7 -1.48313 -0.13873 -1.90065
H8 -1.67245 1.12974 0.88892
C6 -1.78670 1.01391 -0.18638


<1> has the most favorable energy; the next structure is 61.5 kJ/mol above.


<1>
Below is the molecule C6H8, with properties calculated with ωB97M-V/def2-TZVPD.

Summary:
Gap between HOMO and LUMO = 11.102 eV
SMILES = C#CCC1CC1
2S+1 = 1

Element x y z (Å)
H1 0.83255 -1.80951 1.17818
H2 -2.16156 3.24756 -0.29847
H3 -1.73968 -0.99479 -0.73412
C1 -1.87856 2.21523 -0.23597
C2 -1.11034 -0.35466 -0.09925
C3 0.34428 -0.47233 -0.52017
H4 0.50716 -0.43516 -1.59847
C4 -1.56465 1.05129 -0.17419
H5 -1.23658 -0.72822 0.92973
C5 1.26690 -1.32489 0.30543
H6 2.03656 -1.90622 -0.19749
H7 1.06513 0.70636 1.23539
H8 2.25182 0.62787 -0.13458
C6 1.38695 0.17747 0.34398


<2>
Below is the molecule C6H8, with properties calculated with ωB97M-V/def2-TZVPD.

Summary:
Gap between HOMO and LUMO = 10.693 eV
SMILES = C#CC1CCC1
2S+1 = 1

Element x y z (Å)
H1 1.36531 -0.78509 -0.51406
C1 0.81268 1.43172 -0.07072
H2 1.84758 -0.34356 1.08632
C2 1.11887 -0.03941 0.28586
H3 -1.38684 1.66815 0.10954
C3 -1.19390 -2.37229 -0.71617
H4 -1.35791 -3.32845 -1.06813
C4 -0.61225 1.05351 -0.12287
H5 1.32436 1.93875 -0.89716
H6 -0.79876 0.65868 -1.17232
C5 -0.38761 -0.31651 0.63724
H7 -0.64799 -0.23978 1.67096
H8 0.89476 2.04438 0.83127
C6 -0.97831 -1.37012 -0.05976


<1> has the most favorable energy; the next structure is 71.2 kJ/mol above.


<1>
Below is a cluster of 3 separate species, C2H11NO3 in total, with properties calculated with ωB97M-V/def2-TZVPD.

Summary:
Gap between HOMO and LUMO = 10.056 eV
SMILES = NCCO.O.O
2S+1 = 1

Element x y z (Å)
H1 -2.01572 0.99382 1.27636
H2 -1.55120 0.47890 -2.18830
H3 1.89961 -0.59968 -2.37450
O1 1.86660 0.27771 -2.04195
H4 -1.99939 -1.13724 -0.49098
H5 1.73118 0.28591 -1.08409
C1 -1.50657 0.04909 1.18155
H6 1.28262 -0.59966 0.91682
H7 2.68228 -0.59454 1.54941
H8 -1.19140 1.60666 -1.11560
O2 2.20827 -0.83524 0.75034
N1 -1.73857 0.76507 -1.23003
C2 -1.32506 -0.28802 -0.33071
H9 -2.25879 -0.68054 1.48793
O3 -0.16569 0.19043 1.73321
H10 -0.34125 -0.75445 -0.47362
H11 -0.19264 -0.29016 2.56443


<2>
Below is a cluster of 4 separate species, C2H11NO3 in total, with properties calculated with ωB97M-V/def2-TZVPD.

Summary:
Gap between HOMO and LUMO = 8.929 eV
SMILES = C=CN.O.O.O
2S+1 = 1

Element x y z (Å)
O1 0.67510 1.13977 1.68899
O2 -1.65396 -1.58643 0.69643
H1 -1.12124 0.12100 -0.80795
H2 -2.29138 -2.26390 0.96396
O3 0.94893 -1.84520 1.98254
C1 0.02740 1.24633 -2.08237
H3 1.69344 -1.81629 2.59823
H4 1.21581 -0.53097 -1.96063
H5 -0.08703 2.17481 -2.63432
H6 1.77428 0.88639 -3.06830
H7 -1.72273 1.67483 -1.16825
H8 0.68906 1.55010 0.81616
H9 -0.82144 -1.93496 1.06203
H10 0.88336 -0.94395 1.62970
H11 0.60825 1.84025 2.34256
N1 -0.92002 1.06915 -1.08112
C2 1.05697 0.44746 -2.38619


<2> has the most favorable energy; the next structure is 49.2 kJ/mol above.


<1>
Below is a cluster of 2 separate species, C2H4N2O2 in total, with properties calculated with ωB97M-V/def2-TZVPD.

Summary:
Gap between HOMO and LUMO (alpha / beta) = 7.738 / 9.414 eV
2S+1 = 1

Element x y z (Å)
H1 -2.25301 -1.01753 -1.24403
H2 1.03385 1.09909 1.51727
O1 -1.04450 -0.13629 1.33140
O2 2.41234 1.50258 0.05614
C1 -0.73322 -0.09952 0.16025
H3 0.77978 0.17052 -1.28905
N1 0.53883 0.28015 -0.30414
H4 -0.74968 -2.26567 0.30645
C2 1.39548 1.01020 0.48268
N2 -1.37985 -0.54353 -1.01697


<2>
Below is a cluster of 2 separate species, C2H4N2O2 in total, with properties calculated with ωB97M-V/def2-TZVPD.

Summary:
Gap between HOMO and LUMO = 10.905 eV
SMILES = N#[N+][O-].CC=O
2S+1 = 1

Element x y z (Å)
C1 1.76071 -0.04953 -0.08144
O1 -0.30105 -1.27600 -0.44608
H1 1.77863 1.03552 0.02213
H2 1.98800 -0.41840 -1.05548
C2 0.34855 -0.50889 0.22576
N1 -2.58886 0.54295 -0.12431
H3 2.40707 -0.35501 0.71178
H4 -0.13068 -0.12972 1.07399
O2 -3.65146 0.11566 -0.04935
N2 -1.61091 1.04344 -0.27699


<3>
Below is the molecule C2H4N2O2, with properties calculated with ωB97M-V/def2-TZVPD.

Summary:
Gap between HOMO and LUMO = 8.295 eV
SMILES = Oc1[nH][nH]c1O
2S+1 = 1

Element x y z (Å)
N1 0.62996 1.16375 0.08182
C1 -0.76867 -0.26238 -0.04755
O1 1.58882 -1.17288 -0.01302
H1 1.12918 1.62740 -0.67767
H2 -1.51385 -1.99930 -0.17712
H3 2.33816 -0.81223 0.47302
N2 -0.80978 1.15898 -0.16928
C2 0.56964 -0.27393 0.02776
O2 -1.83097 -1.10096 -0.03648
H4 -1.33248 1.67155 0.53852


<2> has the most favorable energy; the next structure is 39.8 kJ/mol above.


<1>
Below is the molecule C2H4N2O2, with properties calculated with ωB97M-V/def2-TZVPD.

Summary:
Gap between HOMO and LUMO = 11.089 eV
SMILES = NC(=O)NC=O
2S+1 = 1

Element x y z (Å)
C1 0.64914 -0.30025 0.41912
O1 -2.50256 0.44157 -0.91309
N1 -0.44298 0.14766 -0.37414
H1 -2.05584 -0.46228 0.88892
H2 2.67629 -0.19794 0.49363
H3 1.97393 0.65446 -0.84168
H4 -0.72398 0.60908 -1.29420
C2 -1.75319 -0.00171 -0.05431
O2 0.47373 -0.90995 1.45730
N2 1.87564 -0.00951 -0.09276


<2>
Below is a structure of composition C2H4N2O2, with properties calculated with ωB97M-V/def2-TZVPD.

Summary:
Gap between HOMO and LUMO (alpha / beta) = 7.251 / 7.247 eV
2S+1 = 1

Element x y z (Å)
H1 -0.62417 -0.41774 -1.17348
C1 -0.65294 1.10060 0.54664
H2 -0.05249 1.10419 1.48631
H3 -1.63702 0.91686 0.68029
O1 0.61412 -2.43976 0.03855
N1 -0.13042 -1.65783 0.53775
C2 -0.08100 0.07608 -0.39416
N2 1.23391 0.10163 -0.56280
H4 -0.48715 1.99556 0.07075
O2 1.81717 -0.77957 -1.22985


<3>
Below is the molecule C2H4N2O2, with properties calculated with ωB97M-V/def2-TZVPD.

Summary:
Gap between HOMO and LUMO = 10.700 eV
SMILES = NC(=O)C(N)=O
2S+1 = 1

Element x y z (Å)
H1 1.24821 1.31330 -1.96407
O1 1.44339 -0.97550 -0.76427
H2 -0.15729 -2.04189 1.26052
N1 -0.65085 -1.15616 1.25905
O2 -1.17270 0.86663 0.67936
N2 0.59967 1.11339 -1.22380
C1 0.66150 -0.06115 -0.57105
H3 -0.10843 1.77900 -0.94279
H4 -1.43358 -0.74187 1.77966
C2 -0.42993 -0.09575 0.48740


<4>
Below is a structure of composition C2H4N2O2, with properties calculated with ωB97M-V/def2-TZVPD.

Summary:
Gap between HOMO and LUMO = 10.025 eV
2S+1 = 1

Element x y z (Å)
O1 1.51459 -2.06103 0.40909
C1 0.19884 -0.44105 -0.28654
H1 0.37418 1.82134 -2.05119
O2 -1.37729 1.17173 0.79686
H2 1.93942 -2.31938 1.34394
N1 -0.79621 1.45350 -1.38190
C2 -0.71754 0.77730 -0.10845
N2 0.89220 -0.84081 0.85529
H3 0.13618 -1.15446 -1.44863
H4 -1.10793 2.46061 -1.43553


<3> has the most favorable energy; the next structure is 36.6 kJ/mol above.


<1>
Below is the molecule C2H4N2O2, with properties calculated with ωB97M-V/def2-TZVPD.

Summary:
Gap between HOMO and LUMO = 11.163 eV
SMILES = [H]/N=C/OC(N)=O
2S+1 = 1

Element x y z (Å)
C1 -0.70738 -0.80401 0.85764
C2 1.26634 0.41433 0.05940
H1 -0.82057 0.27877 -0.86598
H2 1.35422 1.44277 -1.56875
H3 2.29416 0.59019 0.37325
H4 -2.30718 -0.58379 -0.32225
O1 0.64275 -0.36570 0.95835
N1 0.74341 0.87650 -0.99861
O2 -1.11513 -1.54201 1.71291
N2 -1.35061 -0.30705 -0.20598


<2>
Below is a cluster of 2 separate species, C2H4N2O2 in total, with properties calculated with ωB97M-V/def2-TZVPD.

Summary:
Gap between HOMO and LUMO = 10.797 eV
SMILES = [H]/N=C\OO.C#N
2S+1 = 1

Element x y z (Å)
C1 -1.51888 -0.44585 -0.25272
O1 -0.54360 1.65834 -0.18006
C2 2.78888 -0.69867 0.14989
H1 -1.38923 2.28893 -0.18794
H2 3.54763 -1.33789 -0.10157
O2 -1.10293 0.58317 -1.01994
N1 1.78585 -0.22440 0.35525
N2 -1.06242 -0.71029 0.91891
H3 -0.27510 -0.04110 1.10934
H4 -2.23021 -1.07224 -0.79117


<1> has the most favorable energy; the next structure is 463.4 kJ/mol above.


<1>
Below is the molecule C2H5OP, with properties calculated with ωB97M-V/def2-TZVPD.

Summary:
Gap between HOMO and LUMO = 10.511 eV
SMILES = C=COP
2S+1 = 1

Element x y z (Å)
P1 -2.08003 -0.19954 -0.04683
H1 0.61404 -1.55616 0.30957
O1 -0.58305 0.47077 0.16908
H2 -2.75648 1.04668 0.60467
C1 0.70509 -0.48815 0.11810
C2 1.90074 0.00408 0.01951
H3 1.96411 1.10842 -0.12658
H4 -2.39056 0.36450 -1.19538
H5 2.62614 -0.75062 0.14785


<2>
Below is the molecule C2H5OP, with properties calculated with ωB97M-V/def2-TZVPD.

Summary:
Gap between HOMO and LUMO = 10.557 eV
SMILES = O[C@@H]1CP1
2S+1 = 1

Element x y z (Å)
C1 -0.36595 0.96347 0.08488
P1 -1.50943 -0.55399 -0.02167
H1 0.95956 -1.74164 -0.04645
H2 0.05830 1.37708 0.93445
C2 0.19152 -0.23135 -0.56318
O1 1.27507 -0.80976 0.12317
H3 0.43955 -0.16571 -1.61420
H4 -0.69775 1.71665 -0.56618
H5 -0.95322 -0.88608 1.44810


<2> has the most favorable energy; the next structure is 37.8 kJ/mol above.


<1>
Below is the molecule C6H6, with properties calculated with ωB97M-V/def2-TZVPD.

Summary:
Gap between HOMO and LUMO (alpha / beta) = 7.925 / 7.925 eV
SMILES = c1ccccc1
2S+1 = 1

Element x y z (Å)
C1 -1.16229 -0.73370 -0.36463
H1 0.03247 -2.47355 0.43446
H2 0.95038 -0.63349 2.12193
H3 0.85309 1.61711 1.07674
C2 0.05926 0.97872 -0.81682
C3 0.34863 0.79140 0.58640
C4 -0.30156 -1.45188 0.50009
C5 0.31739 -0.44985 1.26635
H4 -0.56782 -0.25253 -2.54144
C6 -0.61911 -0.01050 -1.49907
H5 0.54169 1.80809 -1.31942
H6 -1.69588 0.00787 0.25522


<2>
Below is the molecule C6H6, with properties calculated with ωB97M-V/def2-TZVPD.

Summary:
Gap between HOMO and LUMO (alpha / beta) = 8.475 / 8.474 eV
2S+1 = 1

Element x y z (Å)
H1 0.47402 -1.75880 -1.79420
H2 0.69449 -1.19943 0.66154
H3 -1.08969 2.01633 2.16249
H4 -0.29032 -0.28188 -1.86106
C1 -0.06536 -0.85697 0.03695
H5 1.47398 -0.19070 -1.49173
H6 1.21442 1.60063 0.16776
C2 0.47323 1.23148 0.78154
C3 -1.26451 0.08541 0.87711
C4 -0.69160 1.27711 1.33938
C5 -1.40427 -1.14534 0.47998
C6 0.47563 -0.77784 -1.35977


<1> has the most favorable energy; the next structure is 344.8 kJ/mol above.


<1>
Below is the molecule C2H3N3O, with properties calculated with ωB97M-V/def2-TZVPD.

Summary:
Gap between HOMO and LUMO = 10.631 eV
SMILES = On1ccnn1
2S+1 = 1

Element x y z (Å)
C1 1.41239 0.22669 -0.07124
H1 -0.10578 1.94306 0.03856
N1 -0.01997 -1.31951 -0.04966
N2 1.27360 -1.12900 -0.08092
N3 -0.68816 -0.20343 -0.14445
H2 -2.33073 -1.05194 0.29685
O1 -2.00200 -0.16003 -0.07516
C2 0.18857 0.86972 -0.08271
H3 2.27209 0.82445 0.16873


<2>
Below is the molecule C2H3N3O, with properties calculated with ωB97M-V/def2-TZVPD.

Summary:
Gap between HOMO and LUMO = 10.523 eV
SMILES = Nc1cnon1
2S+1 = 1

Element x y z (Å)
O1 1.78055 -0.83010 0.31339
N1 0.49133 -1.19863 0.19021
C1 -0.19192 -0.10522 -0.02619
H1 -1.65139 -1.24218 0.30571
H2 -2.19791 0.13915 -0.55529
H3 0.65215 2.02700 -0.33993
C2 0.74346 0.97144 -0.12184
N2 1.93055 0.48802 0.10910
N3 -1.55682 -0.24949 0.12483


<2> has the most favorable energy; the next structure is 76.5 kJ/mol above.


<1>
Below is a structure of composition C2H3N3O, with properties calculated with ωB97M-V/def2-TZVPD.

Summary:
Gap between HOMO and LUMO = 9.306 eV
2S+1 = 1

Element x y z (Å)
C1 1.11923 0.79966 0.04020
N1 -2.02046 -0.23550 0.15912
N2 1.31362 -0.49313 0.26897
H1 2.29167 -1.02678 -0.02915
H2 -2.38720 0.72373 0.43107
H3 2.08581 1.19500 0.04975
N3 -0.10696 1.18902 -0.15350
C2 -0.75456 -0.00065 -0.15544
O1 0.18979 -1.11360 -0.21030


<2>
Below is the molecule C2H3N3O, with properties calculated with ωB97M-V/def2-TZVPD.

Summary:
Gap between HOMO and LUMO = 9.567 eV
SMILES = Nc1cnno1
2S+1 = 1

Element x y z (Å)
N1 -1.91032 -0.92338 -0.16719
C1 -0.75780 0.77601 0.14212
N2 -1.98624 0.26183 -0.13291
N3 1.67811 -0.26443 -0.20196
H1 -0.79085 1.93771 0.09913
O1 -0.55698 -1.38857 0.13110
H2 1.86226 0.82190 -0.02681
H3 2.22233 -0.93696 0.20953
C2 0.23948 -0.28408 -0.05300


<3>
Below is the molecule C2H3N3O, with properties calculated with ωB97M-V/def2-TZVPD.

Summary:
Gap between HOMO and LUMO = 9.593 eV
SMILES = CN=C=NN=O
2S+1 = 1

Element x y z (Å)
N1 2.85438 0.45272 -0.30875
N2 -0.36167 -0.56635 -0.22034
H1 -1.56461 0.73828 0.90026
H2 -2.07992 -0.96824 0.85178
H3 -2.30263 0.06285 -0.58086
O1 2.64216 0.26808 0.85718
N3 1.75283 0.21653 -1.16768
C1 0.66542 -0.13668 -0.63642
C2 -1.64861 -0.15336 0.26894


<4>
Below is the molecule C2H3N3O, with properties calculated with ωB97M-V/def2-TZVPD.

Summary:
Gap between HOMO and LUMO = 10.446 eV
SMILES = Oc1nc[nH]n1
2S+1 = 1

Element x y z (Å)
H1 -1.85070 -0.93896 -1.76252
C1 0.56845 0.89785 0.65287
N1 0.94674 -0.36734 0.80915
N2 -0.33972 0.99489 -0.24281
H2 0.93499 1.74808 1.16539
C2 -0.54478 -0.26273 -0.62175
H3 1.64862 -0.70314 1.43767
N3 0.23282 -1.20105 -0.02489
O1 -1.62958 -0.09316 -1.43125


<4> has the most favorable energy; the next structure is 192.5 kJ/mol above.


<1>
Below is the molecule C2H3N3O, with properties calculated with ωB97M-V/def2-TZVPD.

Summary:
Gap between HOMO and LUMO = 9.690 eV
SMILES = Nc1nnco1
2S+1 = 1

Element x y z (Å)
H1 -2.30644 0.75219 -0.83895
N1 1.03443 0.76526 0.94526
N2 -1.59698 0.17979 -1.21922
N3 -0.18357 0.90790 0.49064
O1 0.29407 -1.04503 -0.19661
H2 2.08994 -1.37275 0.85137
H3 -1.81116 -0.78885 -1.58923
C1 1.38068 -0.50498 0.57274
C2 -0.56435 -0.02852 -0.30057


<2>
Below is the molecule C2H3N3O, with properties calculated with ωB97M-V/def2-TZVPD.

Summary:
Gap between HOMO and LUMO = 10.378 eV
SMILES = Nc1ncno1
2S+1 = 1

Element x y z (Å)
C1 -1.61803 0.30095 -0.18184
C2 0.38137 -0.15768 -0.00766
H1 2.33677 -0.51378 0.60877
H2 -2.50411 0.88629 -0.37396
H3 1.98335 0.85849 -0.34041
N1 1.73506 -0.08379 -0.07639
O1 -0.27299 -1.21218 0.46163
N2 -1.65630 -0.88415 0.35048
N3 -0.38512 0.80584 -0.44063


<2> has the most favorable energy; the next structure is 108.4 kJ/mol above.


<1>
Below is a cluster of 2 separate species, C2H3N3O in total, with properties calculated with ωB97M-V/def2-TZVPD.

Summary:
Gap between HOMO and LUMO (alpha / beta) = 8.294 / 8.289 eV
SMILES = C=NN=O.C#N
2S+1 = 1

Element x y z (Å)
C1 -1.65549 1.82924 1.09200
N1 -0.90205 1.29573 1.81212
O1 -0.24761 -0.36188 -2.64156
H1 2.23811 -0.66535 0.23324
N2 0.28515 -0.99207 -1.78246
C2 1.29086 -1.14666 0.34479
H2 -2.32011 2.08014 0.27928
H3 0.84988 -1.22023 1.24685
N3 0.46125 -0.81891 -0.58426


<2>
Below is a structure of composition C2H3N3O, with properties calculated with ωB97M-V/def2-TZVPD.

Summary:
Gap between HOMO and LUMO = 10.142 eV
2S+1 = 1

Element x y z (Å)
N1 -0.03606 -1.07019 0.05684
N2 -1.20342 -0.60690 -0.01299
H1 2.10296 -0.94718 -0.23886
C1 0.72198 0.05362 0.21805
N3 -1.54440 0.62341 -0.05835
C2 -0.22864 1.08760 0.03591
O1 2.05211 0.11007 -0.10073
H2 -1.95094 -1.48042 -0.27187
H3 -0.04178 2.07543 -0.10565


<2> has the most favorable energy; the next structure is 253.8 kJ/mol above.